ORCA calculation (ωB97M-V with the def2-TZVPD basis set) on a 2-piece molecular cluster, C4H7N3O2 overall in a non-equilibrium geometry.

Computed properties:
Max |F|   4.306 eV/Å
Lowest unoccupied orbital energy   -0.508 eV
Relative energy (zero: lowest compared OMol25 entry of this formula, charge and spin)   585.0 kJ/mol

```
! wB97M-V def2-TZVPD RIJCOSX def2/J DEFGRID3
* xyz 0 1
C -0.74733 1.64056 0.19165
C 1.13174 1.01081 -0.74507
C -0.70714 0.16884 0.30557
C 1.10839 -1.39155 -0.01623
N 0.27907 2.09853 -0.38493
N 0.39792 -0.21525 -0.42872
N -1.93577 -0.59886 0.15561
O -2.93411 -0.13435 0.65062
O -1.86741 -1.64741 -0.44289
H -1.54873 2.25482 0.55714
H 1.35272 1.06085 -1.81675
H 2.07731 1.09082 -0.19267
H -0.45378 -0.25651 1.87626
H 2.01757 -1.50056 -0.60037
H 1.35284 -1.31603 1.05835
H 0.47669 -2.26470 -0.16754
*
```

Results of the Löwdin charge analysis, in e, for atoms 1 through 5: -0.084, -0.189, -0.264, -0.067, 0.091


ORCA calculation (ωB97M-V with the def2-TZVPD basis set) on one molecule with the formula C3H5BrO in a non-equilibrium geometry.

Computed properties:
Max |F|   5.593 eV/Å
<S²>   2.007
Lowest unoccupied orbital energy (alpha / beta)   0.960 / -2.663 eV
Relative energy (zero: lowest compared OMol25 entry of this formula, charge and spin)   2.4 kJ/mol

```
! wB97M-V def2-TZVPD RIJCOSX def2/J DEFGRID3
* xyz 0 3
C -0.31054 1.26466 0.35190
C 0.81801 -0.88746 -0.01458
C -0.40561 -0.14694 -0.40808
O -0.24271 2.26893 -0.34610
Br -2.04428 -1.01427 -0.01587
H -0.39246 0.27542 -1.40573
H 1.55434 -0.56172 -0.75504
H 0.53766 -1.98553 0.00921
H 0.98750 -0.65873 1.01679
H -0.50190 1.44564 1.56749
*
```

Results of the Löwdin charge analysis, in e, for atoms 1 through 5: -0.368, -0.156, -0.804, 0.088, 0.714


ORCA calculation (ωB97M-V with the def2-TZVPD basis set) on a 17-piece molecular cluster, H34O17 overall in a non-equilibrium geometry.

Computed properties:
Max |F|   2.462 eV/Å
Lowest unoccupied orbital energy   -0.352 eV
Relative energy (zero: lowest compared OMol25 entry of this formula, charge and spin)   140.0 kJ/mol

```
! wB97M-V def2-TZVPD RIJCOSX def2/J DEFGRID3
* xyz 0 1
O 4.42400 19.99300 -21.42100
H 3.64000 19.67000 -20.88800
H 4.85300 20.56900 -20.78600
O 5.57900 15.42500 -22.95400
H 5.88700 15.10900 -22.13000
H 5.40700 16.35700 -22.93400
O 6.80000 15.51300 -18.16600
H 7.27100 14.67800 -18.24100
H 7.42600 16.11900 -17.79900
O 5.51100 19.61200 -18.02800
H 5.11100 18.82400 -18.38400
H 6.04400 19.93100 -18.76500
O 5.20000 17.41700 -19.56600
H 5.31800 16.56700 -19.12500
H 4.53900 17.29200 -20.25100
O 2.73700 18.06200 -17.36500
H 2.22400 18.81200 -17.13000
H 2.79500 18.09000 -18.33000
O 4.41300 13.76400 -18.78800
H 4.44200 14.48500 -18.15300
H 4.99700 13.06800 -18.42100
O 2.94000 18.59600 -23.54400
H 3.60100 18.82900 -24.17400
H 3.26600 18.37100 -22.67200
O 6.15000 17.64300 -15.93400
H 6.17900 18.14000 -16.77200
H 6.95700 17.17400 -16.02100
O 2.33000 19.00100 -19.96000
H 1.64800 19.27300 -20.63000
H 2.28900 19.67400 -19.30200
O 7.63300 17.87700 -20.65700
H 6.76700 17.53800 -20.52200
H 7.50800 18.81100 -20.60500
O 6.88900 14.54800 -20.74300
H 6.68600 13.61500 -20.53500
H 6.79700 15.05800 -19.90300
O 5.86300 18.29800 -22.78700
H 5.30400 18.82900 -22.22600
H 6.70900 18.18400 -22.29900
O 4.09400 15.72000 -17.02200
H 3.58200 16.57000 -17.10600
H 5.04600 15.89000 -16.89400
O 2.05200 15.98600 -19.30700
H 1.57000 15.32800 -19.76600
H 2.30700 15.51000 -18.50700
O 8.24000 17.93600 -17.83400
H 7.98600 18.16500 -18.76700
H 9.20600 17.94000 -17.82900
O 3.45000 16.70600 -21.43700
H 3.53900 15.77800 -21.64900
H 2.83200 16.64200 -20.65600
*
```

Results of the Löwdin charge analysis, in e, for atoms 1 through 5: -0.058, 0.027, 0.054, -0.046, -0.052


ORCA calculation (ωB97M-V with the def2-TZVPD basis set) on Ca3I as an isolated structure.

Computed properties:
Max |F|   0.941 eV/Å
Lowest unoccupied orbital energy   -17.978 eV
Relative energy (zero: lowest compared OMol25 entry of this formula, charge and spin)   36.8 kJ/mol

```
! wB97M-V def2-TZVPD RIJCOSX def2/J DEFGRID3
* xyz 5 1
Ca -0.28294 -4.45409 1.09641
Ca 2.14156 2.67568 1.55567
Ca -1.55534 2.30087 -2.72982
I -0.30328 -0.52245 0.07773
*
```

Calculated atomic charges, method Löwdin, unit e: 1.821, 1.798, 1.785, -0.404


ORCA calculation (ωB97M-V with the def2-TZVPD basis set) on a 2-piece molecular cluster, C21H28O3S2 overall in a non-equilibrium geometry.

Computed properties:
Max |F|   2.904 eV/Å
Lowest unoccupied orbital energy   -1.981 eV
Relative energy (zero: lowest compared OMol25 entry of this formula, charge and spin)   0.0 kJ/mol

```
! wB97M-V def2-TZVPD RIJCOSX def2/J DEFGRID3
* xyz 0 1
C 1.64092 0.82523 4.27383
C 0.75587 0.31105 3.15985
O 1.43718 0.50529 1.90437
C 0.69547 0.32110 0.77543
C 1.59165 0.28678 -0.39179
C 1.20572 -0.19044 -1.68656
O 0.14112 -0.77332 -1.91650
C 2.20226 0.08605 -2.82766
C 2.14338 1.50545 -3.37931
C 2.96849 2.57263 -2.64788
C 2.36940 3.01979 -1.30164
C 3.00359 2.34804 -0.08249
C 2.96028 0.80941 -0.12237
O -0.52772 0.26516 0.79659
H 1.11822 0.67343 5.22459
H 2.59628 0.28623 4.31504
H 1.85384 1.89544 4.15025
H 0.57343 -0.76739 3.26899
H -0.19875 0.85081 3.12934
H 3.21991 -0.15614 -2.50734
H 1.95964 -0.60984 -3.63941
H 2.52777 1.46817 -4.40611
H 1.09604 1.83184 -3.45360
H 4.01036 2.24775 -2.51045
H 3.00621 3.46318 -3.29274
H 2.50845 4.10746 -1.19132
H 1.28528 2.83511 -1.28634
H 4.05897 2.64835 0.00134
H 2.48726 2.67992 0.83248
H 3.26974 0.42620 0.85833
H 3.67824 0.44425 -0.86117
C -0.17648 -4.38993 1.43641
C -0.83566 -3.56062 2.35844
C -1.57108 -2.46963 1.92111
C -1.73078 -2.23974 0.54127
C -2.75177 -1.32734 0.08709
S -3.16388 -1.35415 -1.56462
C -4.16189 0.13771 -1.81105
C -5.26345 0.31760 -0.78938
C -4.65634 0.69356 0.54574
S -3.75034 -0.67041 1.31476
C -0.97173 -2.98434 -0.37324
C -0.25104 -4.08535 0.06853
H 0.39260 -5.25547 1.78466
H -0.79985 -3.77201 3.42771
H -2.05502 -1.81095 2.64860
H -3.46208 0.97789 -1.83619
H -4.57038 -0.02867 -2.81324
H -5.89233 1.15023 -1.11263
H -5.87009 -0.59132 -0.69951
H -3.96644 1.54082 0.47423
H -5.43014 0.90987 1.29279
H -0.93668 -2.68331 -1.41915
H 0.23639 -4.72140 -0.66809
*
```

Results of the Löwdin charge analysis, in e, for atoms 1 through 5: -0.076, -0.231, -0.066, -0.437, -0.118


ORCA calculation (ωB97M-V with the def2-TZVPD basis set) on C34H42BCrN4O2P as an isolated structure in a non-equilibrium geometry.

Computed properties:
Max |F|   1.519 eV/Å
<S²>   6.052
Lowest unoccupied orbital energy (alpha / beta)   -5.132 / -5.140 eV

```
! wB97M-V def2-TZVPD RIJCOSX def2/J DEFGRID3
* xyz 2 5
Cr -0.38070 -0.57863 -0.69944
N 4.44495 -0.76783 -2.54318
C 4.25381 0.14491 -1.35656
C 2.76701 0.35559 -1.13410
N 2.01986 -0.90108 -0.95400
C 2.26582 -1.82529 -2.06633
C 3.74340 -2.07895 -2.31471
H 5.43781 -0.92224 -2.72319
H 4.05789 -0.31499 -3.37520
H 4.75011 1.09033 -1.56689
H 4.74147 -0.32967 -0.50466
H 2.32774 0.90613 -1.96708
H 2.63898 0.97597 -0.24680
H 2.32051 -1.32469 -0.07714
H 1.80036 -1.40565 -2.96328
H 1.79403 -2.78672 -1.86342
H 3.89927 -2.71910 -3.18100
H 4.21886 -2.54127 -1.44960
C 4.42609 -0.96547 3.24853
C 3.99228 -2.06323 2.50996
C 2.66829 -2.14209 2.10498
C 1.75925 -1.13117 2.44368
C 2.19939 -0.04292 3.18887
C 3.52951 0.03366 3.59300
P 0.08116 -1.24469 1.75352
C -0.62045 -2.73926 2.49882
C -1.70415 -3.34611 1.86415
C -2.28763 -4.48357 2.40121
C -1.78160 -5.02856 3.57452
C -0.70278 -4.43106 4.21157
C -0.12142 -3.28934 3.67789
C -0.86110 0.13147 2.47513
C -0.65935 1.40389 1.92873
C -1.38586 2.49132 2.38786
C -2.33120 2.31148 3.39087
C -2.54601 1.04928 3.92823
C -1.81735 -0.04190 3.47146
H 5.45762 -0.90153 3.56920
H 4.68263 -2.86169 2.26805
H 2.31980 -3.02332 1.57113
H 1.50566 0.73810 3.47285
H 3.86025 0.87581 4.18680
H -2.10204 -2.92208 0.94792
H -3.12622 -4.95115 1.90215
H -2.22760 -5.92180 3.99151
H -0.31089 -4.85549 5.12650
H 0.71544 -2.82617 4.18597
H 0.08015 1.54865 1.14347
H -1.22108 3.47491 1.96683
H -2.89999 3.15746 3.75367
H -3.28120 0.91251 4.71031
H -1.99764 -1.02454 3.88869
N -4.81775 -4.54970 -2.64896
C -4.54815 -3.53835 -2.17805
C -4.16967 -2.28417 -1.57619
C -5.10350 -1.42126 -1.01042
C -4.65298 -0.24505 -0.44296
C -3.29553 0.02312 -0.42645
N -2.39527 -0.81069 -0.96835
C -2.83172 -1.93207 -1.54936
H -6.15500 -1.67570 -1.02106
H -5.34158 0.46965 -0.01587
H -2.90261 0.92591 0.02109
H -2.09346 -2.57885 -2.00859
C -2.06016 4.33587 -1.89990
C -1.31749 3.20567 -2.57986
C -1.91194 2.93854 -3.95471
O -1.49457 1.98350 -1.80403
B -0.32577 1.23517 -1.85625
O 0.68674 1.97757 -2.44614
C 0.23012 3.35669 -2.60566
C 0.78391 3.92917 -3.89330
C 0.77383 4.12757 -1.41147
H -3.12486 4.10253 -1.87419
H -1.93336 5.26561 -2.45770
H -1.72135 4.49415 -0.87757
H -2.94549 2.61426 -3.83250
H -1.36894 2.14746 -4.47401
H -1.90504 3.83536 -4.57433
H 0.58981 3.27448 -4.74053
H 1.86151 4.07507 -3.80635
H 0.33119 4.90086 -4.09849
H 0.36389 3.74212 -0.47472
H 0.54301 5.19046 -1.48265
H 1.85906 4.01683 -1.38194
*
```

Results of the Löwdin charge analysis, in e, for atoms 1 through 5: 0.606, 0.074, -0.072, -0.166, -0.094


ORCA calculation (ωB97M-V with the def2-TZVPD basis set) on C31H30BrN5O4Yb as an isolated structure in a non-equilibrium geometry.

Computed properties:
Max |F|   1.321 eV/Å
<S²>   0.751
Lowest unoccupied orbital energy (alpha / beta)   -3.017 / -3.015 eV
Relative energy (zero: lowest compared OMol25 entry of this formula, charge and spin)   2.4 kJ/mol

```
! wB97M-V def2-TZVPD RIJCOSX def2/J DEFGRID3
* xyz 1 2
Yb -0.62849 -0.41110 0.03752
O -1.59357 -1.76868 -1.69068
C -1.37503 -3.14942 -1.80163
C -1.28789 -3.70856 -3.05411
C -1.12804 -5.08604 -3.15355
C -1.08364 -5.87373 -2.01214
C -1.17263 -5.27927 -0.75865
C -1.30147 -3.90478 -0.63313
C -1.23395 -3.22442 0.72558
O -1.86504 -1.98423 0.76028
N 0.23509 -3.00353 0.99229
N 0.59683 -1.82632 1.57917
C 1.67189 -1.73169 2.24973
C 2.19471 -0.43872 2.72000
Br 1.59291 1.11352 1.82108
C 3.11936 -0.25575 3.65715
C 3.73938 -1.29633 4.50147
C 5.10283 -1.19481 4.78043
C 5.73583 -2.15422 5.55298
C 5.00696 -3.21435 6.07865
C 3.64346 -3.30366 5.83703
C 3.01148 -2.34760 5.05395
H -2.04839 -1.75345 -0.79881
H -1.35591 -3.07647 -3.92945
H -1.05665 -5.54358 -4.13155
H -0.98300 -6.94669 -2.09985
H -1.14121 -5.89467 0.13499
H -1.63442 -3.89182 1.49268
H 0.77052 -3.82406 1.25626
H 2.27191 -2.61349 2.47156
H 3.48882 0.75379 3.80227
H 5.67173 -0.36484 4.37694
H 6.79636 -2.07131 5.75139
H 5.49866 -3.95804 6.69206
H 3.06705 -4.10949 6.27208
H 1.93812 -2.39547 4.91412
C -1.43001 3.03691 -2.96674
C -1.57716 2.00162 -1.90653
N -0.59735 1.39657 -1.35472
N 0.70623 1.72982 -1.72962
C 1.53922 0.75446 -1.46176
O 1.19811 -0.41809 -0.99965
C 2.98805 1.02461 -1.64085
C 3.88651 0.03934 -1.24371
C 5.25372 0.25195 -1.35465
C 5.72389 1.45084 -1.87115
C 4.82697 2.43328 -2.27750
C 3.46264 2.22397 -2.16324
C -2.92574 1.55386 -1.43495
C -4.09547 2.10351 -1.92080
C -5.30945 1.61979 -1.44602
C -5.31274 0.60565 -0.50879
C -4.09288 0.10093 -0.08013
N -2.93131 0.56546 -0.52652
H -0.40429 3.38719 -3.00230
H -2.10352 3.87605 -2.79208
H -1.68040 2.60817 -3.94123
H 3.50105 -0.89330 -0.85537
H 5.94949 -0.51793 -1.04705
H 6.78914 1.62037 -1.96244
H 5.19474 3.36489 -2.68729
H 2.75908 2.98431 -2.47503
H -4.06539 2.88960 -2.66120
H -6.23936 2.03286 -1.81445
H -6.23397 0.19591 -0.11935
H -4.03538 -0.71488 0.63185
C -1.75892 1.94523 2.46532
O -1.55432 0.60169 2.00592
H -1.26803 2.09667 3.42409
H -2.82455 2.15797 2.53869
H -1.31525 2.60633 1.72581
H -2.05417 -0.03935 2.52551
*
```

Results of the Löwdin charge analysis, in e, for atoms 1 through 5: 1.584, -0.070, -0.232, 0.006, -0.061